(1)
Formula: C26H21IrN7OS4
Source: the Open Molecules 2025 dataset
Level of theory: ωB97M-V/def2-TZVPD

Calculated values
- HOMO level (spin up / spin down): -0.5182 / -0.5325 Eh
- Strongest force on any atom: 0.22 eV Å⁻¹
- Multiplicity: 2
- Energy relative to the best compared isomer or geometry (same formula, charge and spin): 0.000 eV
- E: -85947.3459 eV
- E_LUMO (spin up / spin down): -6.1449 / -8.4532 eV
- Charge: +2

Cartesian coordinates (Å):
Ir 0.202591 -0.618886 0.484125
C -4.824832 0.548396 1.028942
N -3.778380 0.489549 2.048916
C -3.828948 1.081191 3.299200
C -2.679747 0.793427 3.929934
N -1.920797 0.006380 3.054839
C -2.616428 -0.154795 1.901314
S -2.135141 -1.009166 0.515314
C -0.706714 -0.614162 3.448139
C -0.637283 -1.062862 4.755954
C 0.564947 -1.525162 5.258783
C 1.670219 -1.508175 4.428094
C 1.508013 -1.106456 3.120920
N 0.337866 -0.679946 2.597344
H -5.642343 1.149107 1.414935
H -5.183991 -0.454235 0.808783
H -4.426160 1.002132 0.123964
H -4.675934 1.661595 3.620255
H -2.319257 1.082880 4.899962
H -1.529416 -1.057206 5.364956
H 0.630420 -1.888398 6.275339
H 2.644960 -1.827866 4.767271
H 2.344318 -1.122917 2.443374
S 0.564660 -2.897379 0.536078
C 2.233761 -3.019198 0.274456
C 2.787957 -4.337441 0.253041
N 3.233626 -5.396466 0.244886
C 3.056203 -1.912719 0.043937
S 2.491817 -0.317918 0.075593
C 4.442501 -2.106455 -0.250144
N 5.559949 -2.245682 -0.478818
N -0.361355 6.851637 0.158751
C -0.294634 5.707379 0.211159
C -0.212222 4.275490 0.282426
C -0.205439 3.505720 -0.873246
C -0.125412 2.132085 -0.761378
N -0.055464 1.506202 0.423454
C -0.057001 2.256557 1.537097
C -0.135969 3.631884 1.513526
H -0.257902 3.965874 -1.849391
H -0.119902 1.499447 -1.636893
H 0.024052 1.736730 2.477558
H -0.128436 4.193208 2.436674
C -0.744950 -2.578871 -3.153152
S 0.632477 -1.650234 -2.503984
O -0.061661 -0.593896 -1.579839
C 1.121382 -0.716939 -3.912681
C 0.252615 0.190717 -4.511606
C 0.691178 0.884606 -5.624305
C 1.969810 0.659112 -6.128664
C 2.822304 -0.249751 -5.521424
C 2.403503 -0.943437 -4.394076
H -1.475857 -1.891179 -3.574335
H -1.169374 -3.160586 -2.336432
H -0.353712 -3.246164 -3.921283
H -0.743078 0.348724 -4.115817
H 0.036167 1.595419 -6.109266
H 2.300890 1.200553 -7.004521
H 3.814491 -0.416162 -5.917056
H 3.065062 -1.645290 -3.900982

Atomic forces in eV per Å
Ir 0.19 0.08 0.07
C 0.00 0.00 0.00
N -0.01 -0.01 0.00
C 0.00 -0.01 0.02
C -0.02 -0.01 -0.01
N 0.02 0.09 0.01
C 0.04 0.00 -0.03
S -0.07 -0.04 -0.09
C -0.02 0.01 -0.01
C 0.02 0.01 0.00
C 0.00 -0.01 -0.01
C 0.00 0.01 0.01
C -0.04 -0.03 -0.04
N -0.03 -0.05 0.05
H 0.00 0.01 0.00
H 0.00 0.00 0.00
H 0.00 -0.01 0.00
H 0.00 0.00 0.00
H 0.01 0.01 0.00
H 0.00 0.01 0.00
H 0.00 0.01 0.00
H 0.00 0.00 -0.01
H 0.02 -0.03 0.00
S 0.06 0.02 0.02
C -0.06 0.01 -0.06
C 0.05 0.03 0.02
N -0.03 -0.02 -0.01
C -0.04 -0.01 -0.04
S -0.10 -0.02 0.05
C 0.03 -0.01 0.06
N -0.01 0.01 -0.04
N -0.01 0.00 0.00
C 0.01 0.01 0.01
C -0.01 0.00 0.00
C -0.01 0.00 0.01
C -0.07 -0.02 -0.03
N 0.03 0.02 -0.01
C 0.02 0.03 -0.04
C -0.01 -0.01 0.00
H 0.00 0.00 0.00
H 0.02 0.03 0.03
H 0.04 -0.02 0.02
H 0.00 0.00 0.00
C 0.00 0.03 0.02
S 0.02 0.06 -0.10
O -0.07 -0.17 0.11
C 0.03 -0.05 0.04
C 0.01 -0.01 -0.03
C -0.03 0.01 0.01
C 0.01 -0.01 0.00
C 0.01 0.01 0.00
C 0.01 0.04 0.01
H -0.01 -0.02 0.01
H 0.00 0.01 0.01
H 0.00 0.01 0.00
H -0.01 0.01 -0.01
H 0.00 0.00 0.00
H 0.00 0.00 0.00
H 0.00 0.00 0.00
H -0.01 -0.01 -0.01

***

(2)
Formula: C26H21N7O3PtS2
Source: the Open Molecules 2025 dataset
Level of theory: ωB97M-V/def2-TZVPD

Calculated values
- HOMO level: -0.2773 Eh
- Strongest force on any atom: 3.46 eV Å⁻¹
- Energy relative to the best compared isomer or geometry (same formula, charge and spin): 1.281 eV
- E: -68793.4535 eV
- E_LUMO: 0.3755 eV

Cartesian coordinates (Å):
Pt -1.052209 0.813735 -1.278495
O -2.586746 -0.068264 -2.244844
C -3.539401 -0.558853 -1.460262
C -3.938985 -1.895995 -1.572618
C -4.945229 -2.403214 -0.772502
C -5.589338 -1.607178 0.172137
C -5.210663 -0.281550 0.290638
C -4.204985 0.239178 -0.517119
C -3.838085 1.646732 -0.500599
N -2.661118 2.123665 -0.853736
C -2.731658 3.496894 -0.798465
C -3.978538 3.859240 -0.402279
N -4.661711 2.676833 -0.214275
H -3.431951 -2.516606 -2.301250
H -5.227415 -3.444197 -0.873904
H -6.364585 -2.016727 0.804538
H -5.687335 0.350903 1.032500
H -1.898146 4.115409 -1.077058
H -4.433849 4.821594 -0.254022
H -5.634432 2.572489 0.012088
N 5.672191 -1.390993 3.368740
C 4.978547 -0.907609 2.281916
C 3.935359 -1.651072 1.718428
C 3.255906 -1.176515 0.614359
C 3.594193 0.052638 0.060830
C 4.628658 0.795654 0.608150
C 5.319597 0.319522 1.707101
S 2.718823 0.630951 -1.351677
O 3.474203 1.704368 -1.936635
O 2.423417 -0.530584 -2.154672
N 1.273792 1.147020 -0.791053
C 1.239496 2.241288 0.007435
N -0.030546 2.600988 0.287070
C -0.207461 3.701605 1.003282
C 0.850489 4.454149 1.488880
C 2.112777 3.958247 1.204856
N 2.326846 2.871618 0.483195
H 5.343735 -2.202617 3.855753
H 6.331732 -0.804954 3.843519
H 3.669854 -2.611890 2.145475
H 2.461930 -1.767387 0.174252
H 4.885383 1.745615 0.160975
H 6.134552 0.898015 2.127296
H -1.234911 3.964470 1.233170
H 0.694714 5.344385 2.079360
H 2.997162 4.461018 1.586946
S 0.667320 -2.767098 -3.448566
C 0.076977 -1.195144 -3.144017
N -0.263021 -0.950041 -1.923051
C -0.054075 -2.044946 -1.096578
C -0.309672 -2.108397 0.271746
C -0.026869 -3.283844 0.933135
C 0.504339 -4.390579 0.253438
C 0.754339 -4.335855 -1.102407
C 0.465399 -3.147626 -1.770671
H -0.001044 -0.457437 -3.927559
H -0.714280 -1.249711 0.790551
H -0.216494 -3.352852 1.996269
H 0.719539 -5.300262 0.798347
H 1.163484 -5.188223 -1.628055

Atomic forces in eV per Å
Pt -1.88 -2.24 -1.85
O -0.01 0.20 0.31
C 0.08 -0.17 0.07
C 0.04 -0.01 -0.12
C -0.04 -0.06 0.02
C 0.07 0.07 -0.04
C -0.06 -0.08 0.02
C -0.13 0.31 0.07
C 0.04 -0.12 -0.02
N 1.17 0.88 0.38
C -0.23 0.03 -0.13
C 0.07 -0.05 -0.07
N -0.09 -0.04 0.04
H -0.02 -0.01 0.01
H 0.01 0.01 -0.01
H 0.01 0.00 0.00
H 0.01 0.00 -0.01
H 0.00 -0.03 0.05
H -0.01 -0.02 0.00
H -0.03 0.03 0.00
N 0.12 -0.07 -0.08
C -0.05 0.01 0.05
C 0.00 -0.02 0.01
C -0.02 0.00 0.01
C 0.07 -0.10 0.03
C 0.05 0.04 -0.02
C 0.00 0.00 0.00
S -0.28 0.21 0.17
O 0.00 -0.14 -0.09
O 0.27 0.02 -0.12
N 0.03 0.59 0.25
C -0.04 -0.13 -0.01
N 0.17 0.74 0.48
C 0.17 -0.22 0.27
C -0.15 -0.03 -0.01
C 0.05 0.04 0.02
N 0.01 -0.07 -0.03
H -0.04 0.04 0.01
H -0.04 0.03 0.02
H 0.00 0.01 0.00
H 0.03 0.03 0.00
H -0.03 -0.01 0.00
H -0.01 0.00 0.00
H 0.01 0.05 -0.03
H 0.03 0.00 -0.01
H 0.01 -0.03 -0.03
S -0.07 -0.02 0.01
C -0.18 0.03 -0.07
N 0.81 0.34 0.43
C 0.03 0.02 0.02
C -0.03 -0.02 0.07
C 0.01 -0.05 -0.02
C -0.01 0.06 -0.01
C -0.02 0.00 0.06
C 0.05 -0.12 -0.08
H 0.04 0.01 0.03
H 0.01 0.05 -0.03
H 0.01 -0.01 -0.01
H 0.00 0.01 0.00
H 0.00 0.02 -0.01

***

(3)
Formula: C26H22AsCl2F6N9O2PS2SeSn
Source: the Open Molecules 2025 dataset
Level of theory: ωB97M-V/def2-TZVPD

Calculated values
- HOMO level (spin up / spin down): -0.2989 / -0.2948 Eh
- Strongest force on any atom: 0.51 eV Å⁻¹
- Multiplicity: 2
- Energy relative to the best compared isomer or geometry (same formula, charge and spin): 1.130 eV
- E: -249152.5086 eV
- E_LUMO (spin up / spin down): -0.5846 / -1.6167 eV

Cartesian coordinates (Å):
Sn 0.352303 0.565813 0.081421
C -5.016311 -0.273761 -1.734844
N -3.865546 0.458379 -1.226581
C -3.939040 1.550252 -0.407080
C -2.662836 1.860730 -0.063258
N -1.811062 0.982278 -0.680878
C -2.560023 0.128953 -1.373515
P -2.027960 -1.212425 -2.494094
C -0.615183 -0.302100 -3.219064
N 0.330656 0.373823 -2.591546
C 1.142039 0.899588 -3.555962
C 0.680248 0.542952 -4.791539
N -0.436530 -0.215769 -4.572842
C -1.291324 -0.791506 -5.603747
C -1.140907 -2.396737 -1.443284
N -0.009350 -2.193634 -0.804029
C 0.314532 -3.376776 -0.207553
C -0.637774 -4.313614 -0.495792
N -1.560722 -3.689202 -1.281548
C -2.813755 -4.280098 -1.725076
H -5.875949 0.389455 -1.746367
H -5.223894 -1.125371 -1.088856
H -4.820993 -0.628462 -2.742747
H -4.879329 1.979532 -0.106553
H -2.306736 2.634788 0.593176
H 2.002790 1.499797 -3.303298
H 1.042618 0.761125 -5.783075
H -0.895293 -0.524115 -6.579063
H -2.305589 -0.406967 -5.518347
H -1.322116 -1.875709 -5.518176
H 1.202075 -3.493347 0.395738
H -0.738216 -5.341199 -0.185321
H -2.670041 -5.345544 -1.886834
H -3.134303 -3.815497 -2.653229
H -3.585629 -4.129345 -0.970927
F -1.775201 -0.867069 1.463866
As -3.140439 -1.940823 1.852240
F -3.320762 -2.307671 0.133432
F -2.003362 -3.231345 1.983863
F -4.448668 -3.005957 2.181521
F -2.974768 -1.551963 3.517221
F -4.219837 -0.612095 1.621679
O 2.946825 -5.631599 1.958366
S 3.566459 -4.789836 2.935789
O 4.046029 -5.352218 4.155482
N 2.528594 -3.512159 3.266886
C 3.000432 -2.429102 2.781473
S 2.174674 -0.881346 2.844622
C 4.317830 -2.494176 2.097891
C 5.048470 -1.482432 1.498229
C 6.292453 -1.802804 0.967874
C 6.785793 -3.100924 1.038769
C 6.042535 -4.117882 1.631245
C 4.811639 -3.784451 2.147976
H 4.660432 -0.471573 1.449797
H 6.887706 -1.029781 0.499240
H 7.763225 -3.323988 0.630580
H 6.415051 -5.133407 1.686965
Cl -1.585071 3.443946 3.676892
C -0.775036 4.260816 2.404092
C -0.808850 5.635126 2.335580
C -0.162837 6.303036 1.298457
C 0.507713 5.592162 0.300453
C 0.520469 4.223797 0.348538
Cl 1.313071 3.315661 -0.893575
C -0.106851 3.451028 1.407214
N -0.084575 2.147923 1.468165
H -1.341317 6.192038 3.096032
H -0.180243 7.384217 1.263753
H 1.009787 6.113130 -0.505299
Se 0.419353 -1.289461 4.089033
C 1.207853 -0.690467 5.646228
N 1.701363 -0.304539 6.613848

Atomic forces in eV per Å
Sn -0.18 -0.03 0.10
C 0.00 -0.12 0.10
N 0.07 0.03 -0.13
C 0.01 -0.08 0.04
C 0.03 0.05 -0.05
N 0.21 -0.10 0.29
C -0.18 -0.02 0.08
P 0.21 0.12 0.09
C 0.02 -0.03 -0.27
N -0.06 0.08 -0.14
C 0.00 -0.01 0.06
C 0.02 0.01 0.07
N -0.07 -0.05 0.15
C 0.01 -0.03 0.07
C -0.09 -0.30 -0.06
N 0.13 0.10 -0.06
C 0.04 0.08 0.02
C -0.02 0.11 0.02
N 0.07 -0.09 -0.28
C -0.05 -0.07 0.14
H 0.01 0.05 -0.01
H 0.03 0.02 0.05
H 0.03 0.03 -0.04
H 0.03 -0.04 -0.03
H -0.07 -0.08 -0.04
H -0.05 -0.04 -0.07
H -0.05 -0.03 0.06
H 0.05 0.02 0.01
H 0.01 0.03 0.01
H 0.04 -0.01 0.00
H -0.06 -0.02 -0.03
H -0.05 0.08 -0.05
H 0.07 0.00 -0.06
H 0.03 0.00 -0.07
H 0.10 -0.05 -0.07
F -0.17 -0.15 0.03
As 0.21 0.08 -0.11
F -0.16 0.39 0.28
F 0.04 -0.08 0.06
F -0.12 -0.07 0.00
F 0.15 0.05 0.13
F -0.11 0.15 -0.06
O -0.01 0.07 0.00
S 0.11 -0.13 -0.11
O 0.04 0.10 0.04
N 0.12 0.12 -0.10
C -0.30 -0.22 0.12
S 0.12 -0.04 0.03
C 0.14 0.14 -0.05
C -0.05 0.01 0.02
C -0.01 0.04 -0.01
C 0.00 -0.02 0.02
C 0.03 -0.14 -0.01
C -0.21 0.03 0.07
H 0.07 -0.02 0.00
H -0.01 -0.02 0.01
H -0.03 0.00 0.00
H 0.00 0.06 -0.01
Cl -0.01 0.02 0.01
C 0.11 -0.05 -0.07
C -0.04 0.09 0.04
C -0.01 -0.06 0.04
C 0.11 0.02 -0.12
C -0.30 -0.09 0.28
Cl 0.12 0.17 -0.23
C 0.30 -0.17 -0.07
N -0.27 0.17 -0.19
H 0.04 -0.03 -0.02
H -0.01 -0.03 -0.01
H -0.03 -0.03 0.04
Se -0.20 0.00 -0.15
C 0.17 0.08 0.28
N -0.12 -0.07 -0.14

***

(4)
Formula: C26H22AsF6N2OPSTb
Source: the Open Molecules 2025 dataset
Level of theory: ωB97M-V/def2-TZVPD

Calculated values
- HOMO level (spin up / spin down): -0.4979 / -0.4974 Eh
- Strongest force on any atom: 3.75 eV Å⁻¹
- Multiplicity: 8
- Energy relative to the best compared isomer or geometry (same formula, charge and spin): 2.485 eV
- E: -152032.6781 eV
- E_LUMO (spin up / spin down): -7.9877 / -11.1625 eV
- Charge: +2

Cartesian coordinates (Å):
Tb -2.730446 -3.026704 1.364694
O -2.120059 1.391036 -0.134227
C -1.177565 2.005096 -0.343973
C -0.078173 2.329925 -1.140848
C -0.030270 3.707944 -1.491861
C 0.527559 4.092642 -2.675912
C 1.234435 3.097283 -3.418833
C 1.499773 1.838299 -2.921535
C 0.845072 1.385751 -1.693298
P 0.912125 -0.380374 -1.180318
C 1.031930 -1.193846 -2.872922
C -0.033705 -0.825495 -3.688349
C -0.394445 -1.579876 -4.807142
C 0.453110 -2.558128 -5.286115
C 1.676685 -2.773218 -4.625859
C 1.836976 -2.242153 -3.309981
C 2.633849 -0.485714 -0.514852
C 3.730500 -0.683372 -1.391976
C 4.968258 -1.105959 -0.884697
C 5.119968 -1.248789 0.481270
C 4.035072 -0.943816 1.319836
C 2.849869 -0.405813 0.847389
H -0.322148 4.490100 -0.817471
H 0.439986 5.130405 -3.017255
H 1.676607 3.369391 -4.357601
H 2.100491 1.166963 -3.506209
H -0.673848 0.011131 -3.366045
H -1.269946 -1.276242 -5.348448
H 0.248203 -3.023154 -6.286981
H 2.396207 -3.517802 -4.995285
H 2.829711 -2.433091 -2.853669
H 3.533985 -0.601282 -2.476407
H 5.736693 -1.295948 -1.568576
H 6.093227 -1.638400 0.909127
H 4.177466 -1.099892 2.390498
H 2.179024 0.171575 1.475161
F -3.997488 -1.336753 1.639749
As -6.544908 -7.239407 0.254512
F -8.281018 -6.948505 0.223154
F -3.421542 -4.869349 1.976787
F -6.625091 -8.930673 -0.279196
F -1.541232 -3.004811 -0.298058
F -6.045386 -6.595302 -1.394913
N -2.911133 0.374507 3.196600
C -1.659737 -0.097520 2.954862
S -1.199255 -1.787829 3.025519
N -0.713980 0.856609 2.919762
C -0.716696 2.075051 3.655711
C -0.854251 2.019620 5.053839
C -0.759096 3.227915 5.748339
C -0.392517 4.408377 5.135902
C -0.367088 4.510837 3.709644
C -0.493891 3.294933 3.000465
H -3.630679 -0.257340 2.803516
H -3.157392 1.353479 3.190567
H 0.184502 0.620657 2.497753
H -0.908336 1.068930 5.598979
H -0.963841 3.291863 6.831068
H -0.126461 5.272145 5.709587
H -0.320452 5.461453 3.152117
H -0.489178 3.382670 1.882424

Atomic forces in eV per Å
Tb -1.45 -1.79 -1.47
O 0.80 1.63 0.85
C -0.39 -3.37 -1.59
C 1.24 1.30 0.66
C 0.31 0.68 -0.52
C 0.40 -0.71 -0.29
C -0.06 0.67 0.46
C -1.63 0.15 1.99
C 0.05 0.40 -2.39
P 0.60 -0.53 -0.35
C -0.66 0.21 0.54
C -1.06 -0.32 0.20
C 0.37 1.11 0.37
C 1.08 -0.22 -1.23
C -1.17 -0.68 1.42
C 2.00 0.24 -1.48
C 0.31 1.00 -1.53
C -0.77 -0.62 0.29
C -1.58 0.96 0.23
C 0.37 -0.87 0.66
C 1.10 0.35 0.93
C 0.62 -0.49 -0.20
H -0.89 0.04 0.20
H 0.27 -0.52 0.14
H 0.08 0.13 -0.37
H 0.19 -0.30 0.15
H 0.11 -0.48 -0.31
H -0.30 -0.14 -0.21
H 0.19 0.31 1.27
H -0.33 0.55 0.14
H -1.16 -0.30 0.09
H 0.45 -0.09 0.83
H 1.19 -0.23 -0.73
H -1.42 0.52 -0.51
H -0.03 0.37 -0.20
H -0.36 -0.76 0.33
F 0.09 0.02 0.03
As -0.42 -0.77 -2.40
F 1.33 -0.14 -0.26
F 0.16 0.71 -0.30
F 0.02 1.67 0.52
F -0.20 0.18 0.25
F -0.90 -0.74 2.18
N 1.34 -1.09 -0.78
C -2.35 -1.41 1.74
S 1.07 2.93 0.94
N 1.88 2.15 0.37
C 0.13 -1.22 -1.21
C -0.36 0.89 1.40
C -0.31 -0.80 1.24
C -0.16 0.44 -1.35
C -0.26 -2.05 -0.67
C 0.43 2.27 -1.01
H -0.40 -0.44 0.18
H 0.36 0.13 -0.14
H -0.24 -0.12 -0.31
H -0.27 0.38 -0.38
H 0.48 -0.46 -0.60
H -0.15 0.35 0.40
H 0.18 -0.56 0.59
H 0.06 -0.48 1.23